Record 1
The following is a DFT calculation (ωB97M-V/def2-TZVPD) of C5H6O in the gas phase.

Geometry (Å):
C: -1.648 -0.092 1.587
C: -1.648 -0.738 0.508
C: -0.546 0.547 0.259
C: 0.769 -0.129 -0.040
C: 1.090 -0.557 -1.395
O: 1.661 0.628 -0.841
H: -1.726 0.394 2.542
H: -0.350 1.367 0.970
H: -0.968 1.024 -0.627
H: 1.226 -0.648 0.804
H: 0.355 -0.399 -2.184
H: 1.787 -1.377 -1.558

Atoms 1-2, force components in eV/Å:
-0.038 -0.277 -0.375
-0.140 0.221 0.631

The lowest unoccupied orbital energy is 1.0 eV. The calculation puts the relative energy (zero: lowest compared OMol25 entry of this formula, charge and spin) at 122.1 kcal per mole. The frontier orbital gap is 11.2 eV. Its total energy is -269.1516 Ha. As for the total charge: 0.

natural (NBO) charges, unit e, in atom order: number 1, C, carries -0.264; number 2, C, carries -0.086; number 3, C, carries -0.409; number 4, C, carries 0.047; number 5, C, carries -0.102; number 6, O, carries -0.489; number 7, H, carries 0.257; number 8, H, carries 0.236; number 9, H, carries 0.245; number 10, H, carries 0.190; number 11, H, carries 0.185; number 12, H, carries 0.187

Record 2
The following is a DFT calculation (ωB97M-V/def2-TZVPD) of C3H8N4S in the gas phase.

Geometry (Å):
C: 0.935 0.523 -0.679
C: 1.012 -0.870 -0.062
N: 1.281 -1.919 -0.762
N: 1.682 -1.607 -2.082
S: 0.688 -0.981 1.600
C: -0.686 0.051 1.833
N: -1.366 0.608 0.962
N: -2.305 1.450 1.318
H: 1.928 0.764 -1.182
H: 0.234 0.590 -1.476
H: 0.778 1.358 0.054
H: 1.428 -2.326 -2.698
H: 1.112 -0.774 -2.462
H: -0.810 0.242 2.900
H: -3.062 1.701 0.610
H: -2.849 1.191 2.127

Atoms 1-2, force components in eV/Å:
2.558 1.022 0.635
-0.320 0.743 -2.614

The lowest unoccupied orbital energy is 0.9 eV. The calculation puts the relative energy (zero: lowest compared OMol25 entry of this formula, charge and spin) at 65.6 kcal per mole. The frontier orbital gap is 8.9 eV. The SMILES is C/C(=N\N)S/C=N/N. Its total energy is -736.2136 Ha. As for the total charge: 0.

natural (NBO) charges, unit e, in atom order: number 1, C, carries -0.698; number 2, C, carries 0.013; number 3, N, carries -0.228; number 4, N, carries -0.642; number 5, S, carries 0.339; number 6, C, carries -0.150; number 7, N, carries -0.264; number 8, N, carries -0.624; number 9, H, carries 0.228; number 10, H, carries 0.219; number 11, H, carries 0.246; number 12, H, carries 0.358; number 13, H, carries 0.332; number 14, H, carries 0.171; number 15, H, carries 0.364; number 16, H, carries 0.336

Number 1 is which compound?
C5H6O